C13H26NO3P2Pb as an isolated structure in a non-equilibrium geometry, computed with wB97M-V/def2-TZVPD.

Output
* molecular weight: 513.5 g/mol
* HOMO energy: -9.468 eV
* LUMO: -3.107 eV
* energy above the lowest of the compared OMol25 structures with the same formula, charge and spin: 0.00 kcal/mol
* net charge: +1

Atoms and positions in Å:
P1 -2.263 0.985 -0.118
C1 -3.768 1.086 0.882
H1 2.161 2.699 -1.712
C2 -2.549 2.193 -1.451
C3 2.134 -2.432 1.502
O1 -1.123 -1.484 1.742
H2 1.225 -2.902 1.112
H3 2.130 -2.528 2.596
H4 -2.199 -2.375 -2.958
C4 1.109 -1.220 -1.460
H5 3.933 -0.025 2.608
H6 -0.519 5.146 -0.438
C5 -1.219 -2.097 -2.566
H7 0.727 0.327 3.755
H8 -1.846 2.008 -2.277
C6 -1.188 -1.119 -1.566
H9 2.136 -2.597 -2.743
H10 -3.725 1.993 1.501
H11 -3.579 2.075 -1.819
C7 -0.450 -0.639 2.258
H12 3.013 -2.959 1.109
P2 2.195 -0.670 1.063
H13 2.473 0.411 -1.087
N1 -0.040 -0.667 -1.054
Pb1 0.215 1.406 1.006
H14 0.312 -1.390 4.093
H15 -2.925 -1.307 -0.303
H16 -2.398 3.217 -1.078
H17 -0.264 3.927 0.537
H18 -3.195 -0.426 -1.825
C8 -0.062 -0.441 3.668
H19 -4.653 1.124 0.231
H20 0.851 3.331 -1.071
H21 4.594 -1.101 1.327
C9 1.168 -2.195 -2.462
C10 -2.483 -0.582 -1.003
C11 -0.021 -2.631 -3.035
C12 2.341 -0.672 -0.777
O2 1.387 2.471 -1.182
H22 -0.946 -0.100 4.240
H23 -0.030 -3.371 -3.827
H24 4.258 0.634 0.972
C13 3.920 -0.252 1.531
H25 3.217 -1.274 -1.044
O3 -0.229 4.217 -0.416
H26 -3.824 0.206 1.538

=====

C13H26NO3P2Zr as an isolated structure in a non-equilibrium geometry, computed with wB97M-V/def2-TZVPD.

Output
* molecular weight: 397.5 g/mol
* HOMO energy: -16.631 eV
* LUMO: -11.886 eV
* energy above the lowest of the compared OMol25 structures with the same formula, charge and spin: 113.42 kcal/mol
* net charge: +3

Atoms and positions in Å:
C1 1.941 -1.651 2.102
H1 -2.595 -4.140 -1.320
H2 4.303 0.354 -2.273
O1 0.480 -1.617 -2.291
C2 -0.642 -1.993 3.424
H3 2.025 2.831 -0.672
H4 -0.847 0.871 -3.748
H5 5.642 -0.348 -0.275
H6 -2.467 -2.596 -1.369
C3 2.589 -1.007 0.907
P1 0.313 -2.395 1.976
C4 4.567 -0.372 -0.247
C5 2.481 0.064 -1.213
H7 -1.574 2.393 -3.058
H8 -1.825 3.308 0.623
O2 -2.236 -3.395 -0.865
P2 0.232 1.571 -1.731
H9 2.091 0.876 -3.174
Zr1 -0.425 -0.471 -0.321
O3 -0.561 0.687 1.370
C6 -1.355 1.251 0.468
C7 -2.305 2.326 0.688
H10 4.480 -1.301 1.723
C8 3.855 0.035 -1.338
H11 1.030 -2.397 -1.901
H12 0.539 3.854 -0.985
C9 1.617 0.554 -2.256
H13 0.026 2.455 -3.921
H14 0.425 -1.861 0.538
C10 3.947 -0.903 0.862
H15 -2.898 2.220 1.606
H16 0.877 -4.515 2.704
N1 1.843 -0.436 -0.086
H17 -2.964 2.221 -0.187
H18 2.496 -2.556 2.386
H19 -0.226 -2.705 4.176
H20 -1.730 -2.187 3.315
H21 -0.623 -4.530 1.628
H22 1.615 3.386 -2.365
H23 1.826 -0.920 2.922
C11 -0.642 1.852 -3.290
H24 -0.460 -0.944 3.730
H25 1.065 -0.885 -2.583
H26 0.950 -4.371 0.878
C12 0.392 -4.143 1.789
C13 1.207 3.077 -1.382

=====

C13H27AuClIN2OP2 as an isolated structure in a non-equilibrium geometry, computed with wB97M-V/def2-TZVPD.

Output
* molecular weight: 648.6 g/mol
* HOMO energy (alpha / beta): -14.673 / -14.672 eV
* LUMO (alpha / beta): -5.490 / -10.172 eV
* energy above the lowest of the compared OMol25 structures with the same formula, charge and spin: 29.59 kcal/mol
* net charge: +2
* multiplicity: 3
* expectation value of S²: 2.009

Atoms and positions in Å:
P1 -1.214 1.559 1.935
C1 0.908 2.185 -3.044
N1 0.928 -2.030 0.341
C2 -1.045 0.403 3.390
H1 -1.791 -0.402 3.301
H2 1.536 -0.704 -3.819
Cl1 -1.869 2.450 -0.591
C3 2.048 -4.471 0.965
P2 -0.152 0.750 -2.756
C4 2.865 -3.335 0.747
C5 2.263 -2.131 0.448
H3 -0.944 -2.847 0.783
H4 -3.617 1.309 1.863
H5 0.301 -0.141 -5.045
H6 1.078 2.326 -4.124
C6 0.633 -4.335 0.980
H7 -0.047 -0.059 3.346
H8 -0.723 3.941 2.127
H9 1.130 -6.697 1.621
H10 2.898 -1.265 0.269
C7 -0.424 3.052 2.677
H11 -0.701 5.802 0.310
H12 -1.856 2.307 -3.288
H13 -1.634 1.156 -4.650
H14 1.860 2.014 -2.520
H15 0.676 2.949 2.631
O1 4.062 -5.731 0.792
C8 -1.695 1.262 -3.560
H16 -3.093 2.999 1.773
H17 -1.174 0.921 4.352
H18 -0.475 4.229 0.122
H19 -2.538 0.674 -3.185
H20 -0.127 -1.427 -3.832
H21 -3.118 2.148 3.367
H22 2.570 -7.694 1.402
Au1 0.361 -0.235 -0.695
C9 0.456 -0.493 -4.002
H23 3.955 -3.449 0.735
N2 2.086 -6.825 1.317
H24 -0.732 3.096 3.747
C10 2.855 -5.765 1.027
H25 -0.078 -5.143 1.196
H26 0.378 3.041 -2.598
H27 -0.340 5.065 -1.403
C11 -0.905 5.076 -0.459
C12 -2.942 2.050 2.298
C13 0.131 -3.072 0.719
I1 -2.744 5.487 -1.008

=====

C13H27AuN3NbO2 as an isolated structure in a non-equilibrium geometry, computed with wB97M-V/def2-TZVPD.

Output
* molecular weight: 547.3 g/mol
* HOMO energy (alpha / beta): -15.073 / -15.067 eV
* LUMO (alpha / beta): -10.240 / -10.241 eV
* net charge: +2

Atoms and positions in Å:
H1 -0.987 -2.713 1.754
H2 -1.031 3.904 -2.018
C1 -0.401 -2.951 -0.321
O1 -1.888 0.286 2.780
N1 -0.555 -1.524 -0.657
C2 0.030 3.673 -1.892
H3 -1.887 -3.736 -1.743
C3 -1.690 -3.691 -0.666
H4 2.268 2.343 -1.209
H5 -0.037 -0.951 4.411
H6 -1.622 -4.718 -0.308
H7 0.582 4.606 -2.007
Au1 2.554 -0.540 -1.655
Nb1 -0.106 0.029 0.536
N2 -0.263 1.743 -0.412
C4 0.340 3.064 -0.530
H8 0.079 3.567 1.574
H9 -1.816 1.727 -1.910
C5 2.994 -0.887 1.189
H10 1.301 -0.247 3.445
C6 -0.125 -3.056 1.170
H11 -1.297 4.033 0.559
C7 0.280 -0.087 3.823
H12 0.254 0.816 4.437
C8 -0.202 3.954 0.589
H13 -2.554 -3.227 -0.176
H14 0.692 -3.348 -2.182
H15 -0.957 -0.166 -2.253
H16 -0.644 -1.815 -2.774
H17 1.722 -3.106 -0.774
H18 0.051 -4.101 1.423
H19 2.311 3.897 -0.366
C9 -1.119 -1.217 -1.987
O2 4.008 -1.234 0.667
C10 0.771 -3.533 -1.104
H20 0.768 -2.492 1.463
H21 0.340 3.004 -2.701
C11 -1.709 1.627 -0.821
H22 0.207 4.962 0.498
H23 2.114 2.397 0.552
H24 0.828 -4.612 -0.950
H25 -2.330 2.387 -0.331
C12 1.843 2.914 -0.372
N3 1.903 -0.305 1.098
H26 -2.203 -1.393 -2.008
C13 -0.708 0.090 2.693
H27 -2.109 0.627 -0.533

=====

C13H27BCrMnN9O30S as an isolated structure in a non-equilibrium geometry, computed with wB97M-V/def2-TZVPD.

Output
* molecular weight: 939.2 g/mol
* HOMO energy (alpha / beta): -10.497 / -10.497 eV
* LUMO (alpha / beta): -5.147 / -5.262 eV
* net charge: +1
* multiplicity: 10
* expectation value of S²: 24.761

Atoms and positions in Å:
N1 -1.569 0.813 3.827
O1 -2.573 2.005 -1.347
H1 2.920 0.359 1.033
O2 3.443 -2.639 -0.065
O3 4.007 -3.997 1.516
O4 -4.347 7.646 1.570
O5 3.225 0.354 -5.207
H2 -3.220 -3.098 -0.427
O6 -3.045 -0.705 -0.759
O7 -1.712 2.038 3.915
H3 0.095 -5.169 1.909
N2 0.194 -3.414 3.000
O8 -3.929 -0.941 -2.667
N3 1.356 -5.609 -1.113
H4 5.474 -3.408 -1.158
H5 2.911 2.376 -2.028
H6 -3.889 3.327 -3.669
O9 1.477 4.393 1.436
H7 1.923 2.485 -0.489
H8 -0.142 -5.799 -2.549
C1 1.930 2.527 -1.578
C2 -1.248 0.063 5.022
C3 -0.076 -4.110 1.716
H9 -0.744 0.726 5.725
H10 5.916 -4.503 0.165
N4 -3.016 2.996 -1.840
O10 -0.536 2.316 0.754
N5 -3.470 -1.421 -1.671
O11 -0.430 -0.800 0.703
H11 -2.879 -3.369 -2.109
O12 -0.599 0.244 -1.230
C4 -0.771 3.413 1.249
O13 -2.304 5.425 3.382
H12 -4.339 1.760 -3.052
O14 0.207 -2.113 -1.371
H13 0.260 -7.282 -1.691
N6 2.223 0.170 -4.539
H14 0.830 1.521 -5.276
C5 5.099 -4.171 -0.476
O15 1.429 0.809 3.435
H15 -1.027 -3.815 1.272
H16 -5.026 3.230 -2.244
S1 0.184 -0.855 -0.597
O16 -0.733 -3.298 3.769
H17 -4.599 -3.210 -1.586
O17 -1.793 0.225 2.764
O18 2.274 -0.291 -3.407
C6 0.682 -6.380 -2.134
B1 -1.831 5.320 1.981
N7 4.126 -3.531 0.389
C7 -3.506 6.856 1.974
H18 0.708 -3.643 1.121
H19 3.998 -0.462 2.114
O19 0.429 4.046 -2.370
H20 0.101 0.139 -4.473
Mn1 2.222 -2.118 -1.889
H21 1.420 -6.718 -2.861
O20 -2.790 4.174 -1.554
O21 1.568 -6.137 -0.003
O22 3.484 1.514 3.291
C8 0.896 0.440 -5.156
O23 -2.647 6.248 1.202
C9 2.948 -0.209 1.963
Cr1 -1.807 0.665 0.425
O24 1.598 -0.611 -0.625
O25 1.762 -4.453 -1.395
C10 -4.169 2.796 -2.760
O26 1.345 -3.177 3.335
H22 -2.179 -0.444 5.277
N8 1.553 3.908 -2.011
H23 0.827 -0.039 -6.133
H24 -0.448 -0.607 4.708
C11 -3.574 -2.872 -1.433
O27 -4.013 6.708 4.353
C12 0.265 4.492 1.570
O28 -1.962 3.925 1.616
H25 4.797 -5.026 -1.080
O29 2.404 4.743 -1.814
N9 2.584 0.768 2.974
O30 -0.331 5.511 1.910
C13 -3.334 6.303 3.388
H26 2.293 -1.080 1.931
H27 1.219 1.745 -1.848